# 1
39
Properties=species:S:1:pos:R:3:forces:R:3 method="wB97M-V/def2-TZVPD" smiles="C=CC(=C)NC.O.O.O.O.O.O.O.O" orbital_gap_ev=8.395 total_charge=0 e_above_lowest_ev=4.516 max_force_ev_per_a=3.97
C -0.7008 -1.4329 -2.4415 -3.399 1.818 0.958
N -0.1172 -0.8061 -1.2603 1.806 0.486 -2.330
C 0.4360 0.4779 -1.3403 -1.874 -1.065 2.661
C -0.0794 1.4579 -2.1047 0.717 1.274 -0.911
C 2.0778 1.7284 0.0190 0.699 -0.726 1.286
C 1.2345 0.7144 -0.0933 -0.742 2.116 -1.057
H -0.5252 -2.4532 -2.7124 0.452 -0.696 0.628
H -1.7978 -1.2341 -2.2059 0.690 -1.198 -1.003
H -0.6293 -0.8850 -3.3875 0.755 0.386 0.421
H -0.0530 -1.3032 -0.3960 0.212 -0.476 -0.219
H -0.6608 1.3206 -3.0102 -0.201 -0.533 0.248
H 0.1350 2.5291 -1.9702 0.471 -0.760 0.204
H 2.5228 2.3430 -0.7308 -0.092 0.197 -0.613
H 2.4368 1.8441 1.0346 0.359 0.487 -0.029
H 0.9160 0.3582 0.8812 -0.229 -0.909 -0.407
H -2.0483 2.8898 1.1155 -0.067 -0.372 0.335
H -2.9958 3.1160 -0.0086 -0.320 -0.394 -0.104
O -2.8662 2.5294 0.7485 0.435 0.666 0.018
H -3.5668 0.3405 -0.8621 0.326 0.121 0.206
H -2.2100 0.9281 -1.4028 -0.067 -0.065 0.394
O -3.1660 0.8988 -1.5323 -0.309 -0.039 -0.769
H 0.4070 -3.7024 0.5312 -0.317 0.212 0.371
H 0.1208 -3.7683 -0.9275 -0.281 0.188 -0.169
O -0.1872 -3.3173 -0.1311 0.502 -0.774 0.062
H 0.8961 -1.8954 2.5592 0.204 -1.607 -1.033
H 1.4299 -2.0615 1.1457 0.197 -0.082 0.217
O 1.4841 -2.4773 2.0208 -0.421 0.666 0.189
H 2.5730 -0.1680 3.2063 -0.310 -0.657 -0.135
H 1.0432 -0.6929 3.2764 0.998 0.766 0.450
O 1.6577 0.0500 3.4051 -0.591 0.629 0.143
H -1.8014 -1.4970 2.2308 0.391 -0.669 -0.201
H -1.4222 -0.3998 3.0979 0.668 -0.176 0.299
O -1.0795 -1.2788 2.8369 -0.873 1.103 -0.049
H 1.4228 -0.4795 -3.3131 -0.103 0.386 -0.025
H 2.6219 0.5204 -3.2888 -0.447 -0.183 0.007
O 2.3765 -0.4124 -3.2849 0.837 -0.322 -0.176
H 0.4103 1.3541 2.6891 0.254 0.543 0.233
H -0.0226 2.8723 2.6595 0.327 -0.143 -0.066
O -0.2727 1.9920 2.9469 -0.657 -0.197 -0.033

***

# 2
34
Properties=species:S:1:pos:R:3:forces:R:3 method="wB97M-V/def2-TZVPD" smiles="N[C@@H](CCC(=O)O)C(=O)N1CCC[C@H]1B(O)O" orbital_gap_ev=9.340 total_charge=0 e_above_lowest_ev=0.301 max_force_ev_per_a=4.73
O -1.4300 3.3059 -2.5139 -1.732 -0.455 1.155
O -0.1241 -0.9482 -1.3741 -0.232 -1.006 -2.427
O 3.0763 -3.4683 0.8762 -0.973 -2.966 -0.539
O 0.8529 -3.4438 -0.1386 0.635 0.116 0.683
O -3.6277 3.0129 -1.9533 0.828 -0.618 0.239
B 1.9683 -2.8491 0.3807 0.713 1.153 -1.321
C -2.3619 2.5713 -2.1900 1.553 0.446 -2.736
C -0.2142 -0.3872 -0.3085 3.457 -1.641 0.770
N 0.8209 -0.6571 0.5961 -2.581 2.294 -1.207
N -0.9897 1.8507 0.3026 0.261 -1.617 0.730
C -2.2664 1.0667 -2.3560 1.536 -0.481 1.662
C 0.7456 -0.1383 1.9324 1.170 -0.716 0.115
C 2.1985 0.0428 2.3782 0.930 -4.054 0.224
C 3.1384 -0.7020 1.2696 -0.956 0.326 -0.242
C -2.6093 0.4339 -0.9850 0.745 -1.266 0.393
C 2.1132 -1.2563 0.2142 -0.261 0.115 1.460
C -1.3872 0.4115 0.0051 -2.236 3.916 1.420
H 2.9169 -4.4481 0.6876 0.649 1.611 0.676
H 0.4235 -2.6462 -0.4831 -0.831 -0.329 -0.674
H -3.6087 3.9610 -2.0939 0.010 0.568 0.045
H -0.7226 2.2904 -0.5427 0.460 0.557 -0.805
H -1.7428 2.3863 0.7085 -0.227 -0.179 0.010
H -1.1822 0.6999 -2.6244 -2.314 1.051 0.125
H -3.0205 0.7886 -3.0805 0.031 -0.182 -0.289
H 0.1543 0.7385 2.0108 -0.264 0.976 -0.225
H 0.2318 -0.8974 2.4804 -0.172 -0.568 1.140
H 2.3367 -0.5656 3.3324 -0.020 1.166 -0.966
H 2.4831 1.0266 2.5259 0.487 1.910 0.292
H 3.8555 -0.0564 0.7145 -0.508 -0.066 0.825
H 3.7043 -1.5758 1.6618 -0.363 1.008 0.061
H -3.5047 0.9302 -0.5344 0.934 -0.353 -0.087
H -2.8339 -0.6244 -1.0784 -0.458 -0.159 -0.495
H 2.3355 -0.8735 -0.7786 0.132 -0.465 -0.257
H -1.7295 0.0204 0.9585 -0.403 -0.089 0.244

***

# 3
140
Properties=species:S:1:pos:R:3:forces:R:3 method="wB97M-V/def2-TZVPD" smiles="O=C1OC[C@@H](F)O1.O=C1OC[C@@H](F)O1.CNC(C)=O.CNC(C)=O.CNC(C)=O.CNC(C)=O.CNC(C)=O.CNC(C)=O.CNC(C)=O.CNC(C)=O.CNC(C)=O.CNC(C)=O" orbital_gap_ev=8.426 total_charge=0 e_above_lowest_ev=0.000 max_force_ev_per_a=2.89
C 0.8973 -3.1908 4.7692 -0.458 0.831 -1.081
C 1.0687 -4.4346 5.5462 -0.779 -2.728 0.499
O 0.7285 -5.4705 4.6144 -0.634 1.022 -0.763
C -0.0350 -4.9084 3.6066 -0.410 -0.753 -1.446
O -0.5826 -5.4848 2.6974 0.949 0.638 1.968
O -0.0391 -3.5598 3.7312 0.410 -0.538 0.286
F 0.1697 -4.6098 6.6038 0.553 0.759 -0.487
H 1.8502 -2.9045 4.3260 -0.023 0.035 0.008
H 0.4293 -2.3385 5.2402 0.226 0.025 0.684
H 2.0504 -4.7353 5.8781 0.295 0.643 0.402
C -0.9996 4.2419 -3.5423 0.251 0.308 0.340
C -0.2578 5.5716 -3.3773 -0.007 1.132 0.962
O 0.2958 5.4510 -2.0585 -0.292 0.220 -0.499
C 0.3102 4.1406 -1.6604 0.268 1.287 -0.583
O 0.8765 3.7824 -0.6829 -0.223 -0.480 0.148
O -0.3219 3.3975 -2.5683 -0.522 -0.403 -0.490
F -1.0607 6.7161 -3.4356 0.264 -1.456 0.361
H -0.8906 3.8347 -4.5453 -0.101 -0.253 0.229
H -2.0558 4.3170 -3.2450 0.320 0.105 -0.295
H 0.5615 5.8308 -4.0483 -0.048 -0.532 -0.195
C -1.9303 5.2561 3.2854 -0.682 0.901 0.310
C -1.3957 3.8616 3.1806 0.290 0.922 -0.771
O -1.9693 2.9122 3.6304 -1.405 -1.647 0.989
N -0.2804 3.7246 2.4539 1.295 0.686 -0.314
C 0.4427 2.4802 2.3310 -0.043 -0.251 0.140
H -2.3630 5.4121 4.2774 0.175 -0.090 -0.076
H -2.7559 5.4313 2.5864 0.078 -0.392 -0.025
H -1.2272 6.0590 3.0757 0.313 -0.132 0.080
H 0.2691 4.5572 2.3368 -0.064 0.117 -0.324
H 0.3614 2.0683 1.3220 0.115 0.107 0.239
H 0.0265 1.7856 3.0544 -0.016 -0.137 -0.081
H 1.4939 2.6251 2.5854 -0.036 0.018 -0.209
C 0.0576 1.7061 -6.5576 -0.770 0.215 -0.610
C 1.1248 1.3632 -5.5884 -0.047 0.279 0.710
O 1.2575 0.2348 -5.1500 -0.114 -0.834 -0.050
N 1.9040 2.3546 -5.1171 0.230 0.864 -0.058
C 2.9515 2.1191 -4.1558 0.178 -0.431 0.624
H 0.3019 2.5674 -7.1698 0.228 0.076 -0.260
H -0.9052 1.9627 -6.0865 0.301 -0.324 0.241
H -0.1153 0.8285 -7.1834 -0.012 0.199 -0.028
H 1.8667 3.2946 -5.4865 -0.265 -0.380 -0.235
H 2.8245 1.1442 -3.6765 -0.183 0.266 -0.179
H 2.9420 2.8825 -3.3811 -0.098 0.069 -0.009
H 3.9349 2.1046 -4.6010 0.321 0.044 -0.257
C -2.1153 0.4393 -3.4039 -0.346 -0.103 -0.196
C -3.3030 1.2556 -3.8790 1.398 0.377 -0.606
O -3.2232 1.9816 -4.8654 0.106 0.149 -0.177
N -4.3817 1.2260 -3.1089 -0.420 -0.776 0.989
C -5.5426 2.0277 -3.3736 -0.147 0.321 0.211
H -1.4269 1.0996 -2.8883 0.089 0.242 0.101
H -1.5750 0.0361 -4.2633 -0.168 -0.098 0.132
H -2.4115 -0.3302 -2.6909 0.114 -0.141 -0.124
H -4.3417 0.5704 -2.3450 -0.283 0.112 0.135
H -5.4539 3.0171 -2.9111 0.039 0.012 -0.184
H -6.4442 1.5761 -2.9706 0.022 -0.252 -0.032
H -5.6199 2.1313 -4.4467 -0.201 0.191 -0.191
C 5.6036 -1.2200 6.7000 0.485 -1.619 0.609
C 4.5223 -1.4140 5.7100 -0.114 1.766 -0.928
O 3.8075 -2.3650 5.5155 -0.402 -1.951 0.782
N 4.2764 -0.3183 4.9701 0.441 0.902 -0.229
C 3.2689 -0.3416 3.9558 0.182 0.783 -0.568
H 5.1755 -1.4088 7.6737 -0.140 0.249 0.442
H 6.0991 -0.2629 6.6672 0.021 0.200 -0.079
H 6.3135 -2.0438 6.5868 0.190 0.213 -0.108
H 4.9735 0.3966 4.8392 0.057 -0.109 0.455
H 3.2936 0.6716 3.5547 -0.440 -0.126 -0.343
H 2.2861 -0.5396 4.3648 -0.128 -0.118 0.034
H 3.5162 -1.0355 3.1575 -0.238 -0.190 -0.122
C -0.1445 -2.8489 -4.3982 0.165 -0.692 0.852
C 1.2877 -3.3127 -4.2574 1.391 -1.197 0.568
O 1.6338 -4.3723 -3.6590 -0.905 2.417 -1.301
N 2.2037 -2.4988 -4.8718 -0.903 -0.741 0.661
C 3.5967 -2.8466 -4.8643 -0.122 -0.004 0.599
H -0.2099 -1.9647 -5.0251 -0.266 -0.143 -0.136
H -0.5408 -2.6386 -3.3971 0.141 0.177 -0.101
H -0.7196 -3.7239 -4.7156 -0.034 0.354 -0.393
H 1.9284 -1.5927 -5.2171 -0.203 0.004 0.105
H 4.0828 -2.5697 -3.9213 -0.005 0.003 -0.050
H 4.0642 -2.2824 -5.6601 0.361 -0.324 -0.275
H 3.6369 -3.9339 -4.9362 0.440 0.126 -0.353
C -1.0934 -3.9903 -0.0749 -0.515 0.505 0.339
C -0.3871 -5.2792 -0.2909 -0.182 -1.873 -0.853
O -0.9868 -6.3440 -0.5378 1.127 1.871 0.522
N 0.9815 -5.1951 -0.3219 -0.133 -0.056 -0.066
C 1.7626 -3.9804 -0.2854 0.005 0.445 0.514
H -2.1610 -4.1816 -0.0298 -0.041 0.064 -0.260
H -0.8156 -3.3068 -0.8783 -0.263 0.016 -0.223
H -0.8289 -3.4639 0.8371 0.252 -0.202 0.250
H 1.4384 -5.9509 -0.8006 -0.149 -0.356 0.044
H 2.7672 -4.2103 0.0593 0.137 -0.154 0.024
H 1.3653 -3.2652 0.4446 -0.071 -0.160 -0.160
H 1.8692 -3.4817 -1.2486 -0.199 -0.032 -0.226
C 4.3148 -0.8996 -1.1392 -0.251 -0.472 -0.228
C 4.6614 0.4407 -1.6752 -0.315 1.631 0.787
O 5.3740 0.6609 -2.6330 0.154 -0.109 -0.254
N 4.0840 1.4603 -0.9325 -0.351 -0.575 0.155
C 4.3164 2.8664 -1.1126 0.410 0.105 -0.942
H 3.4939 -1.3165 -1.7234 -0.013 -0.134 -0.049
H 4.0025 -0.8288 -0.1134 -0.254 -0.078 0.410
H 5.1559 -1.5655 -1.2118 0.371 -0.248 -0.182
H 3.4250 1.2018 -0.2031 0.214 -0.187 -0.145
H 3.3982 3.4459 -1.2515 0.012 -0.185 0.308
H 4.9039 2.9907 -2.0230 0.047 -0.041 -0.015
H 4.9166 3.2812 -0.3112 -0.047 0.155 0.337
C 0.6828 0.1597 -1.1260 0.349 0.179 -0.146
C 0.7359 -0.1828 0.3247 0.268 -0.090 0.979
O 1.7941 -0.0426 0.9588 -0.244 -0.131 -0.216
N -0.4020 -0.5799 0.9110 -0.785 -0.016 -0.334
C -0.5936 -0.8697 2.3130 0.053 0.527 -0.288
H 1.6899 -0.0053 -1.4825 0.165 0.021 -0.330
H 0.5026 1.2362 -1.1896 -0.150 -0.052 -0.187
H -0.0079 -0.4056 -1.7446 -0.225 0.019 0.195
H -1.2929 -0.4816 0.4342 0.240 -0.006 -0.593
H -1.0901 -0.0109 2.7803 -0.053 -0.199 0.160
H 0.3868 -0.9838 2.7443 0.224 -0.300 0.381
H -1.2175 -1.7589 2.4014 0.204 0.055 0.220
C -4.5369 0.4602 3.9797 -0.194 0.629 0.122
C -4.5687 -1.0345 4.0616 0.826 -0.691 -0.003
O -5.5238 -1.7508 3.7842 0.340 0.602 0.087
N -3.3640 -1.5665 4.4338 0.270 -0.776 0.097
C -3.2000 -3.0196 4.5846 -0.437 0.630 -0.307
H -4.2189 0.9048 4.9343 -0.476 -0.136 -0.102
H -5.5176 0.8245 3.6519 0.312 0.051 0.255
H -3.7564 0.8085 3.3030 -0.073 -0.133 -0.311
H -2.5845 -1.0090 4.7382 -0.320 0.403 -0.187
H -3.1931 -3.5095 3.6018 0.102 0.007 0.308
H -4.0785 -3.3274 5.1292 -0.146 -0.655 0.170
H -2.2938 -3.2560 5.1481 -0.185 0.149 -0.163
C -2.6593 2.4358 0.0322 -0.047 -0.242 0.634
C -3.5628 1.2053 0.1139 1.133 -0.608 -0.491
O -3.0815 0.0854 -0.1386 -0.501 0.710 0.132
N -4.8599 1.3493 0.4069 -0.320 0.007 0.014
C -5.7502 0.1770 0.5198 0.221 0.457 0.255
H -1.6719 2.1485 0.4021 -0.138 -0.077 -0.014
H -2.9908 3.2729 0.6487 -0.184 -0.006 -0.122
H -2.5121 2.7590 -0.9949 -0.252 -0.062 -0.196
H -5.1929 2.2747 0.6461 -0.013 -0.362 -0.039
H -5.7156 -0.4464 -0.3773 0.043 0.196 0.102
H -6.7579 0.5351 0.7002 -0.119 0.068 -0.187
H -5.4837 -0.4304 1.3826 0.167 -0.119 -0.054